# 1
A cluster of 8 separate species, FH14O7 in total. Source: OMol25; level of theory: wB97M-V/def2-TZVPD.

Each line ends with the Löwdin charge.
Geometry (Å):
F (-0.078, 0.040, -0.018)  -0.45
O (-2.246, 1.150, -1.349)  -0.06
H (-2.242, 1.821, -2.032)  0.02
H (-1.388, 1.156, -0.931)  -0.03
O (-1.419, -2.387, 0.467)  -0.05
H (-0.999, -1.540, 0.371)  -0.03
H (-2.339, -2.205, 0.585)  0.02
O (2.749, 0.018, -0.434)  -0.09
H (1.804, -0.014, -0.552)  -0.05
H (2.876, -0.756, -1.036)  0.05
O (0.936, 2.395, -0.471)  -0.09
H (0.597, 1.505, -0.228)  -0.03
H (1.026, 2.407, -1.423)  0.02
O (0.473, -1.350, -2.028)  -0.07
H (0.565, -2.187, -1.657)  -0.01
H (0.243, -0.724, -1.305)  -0.03
O (-1.833, 1.413, 2.096)  -0.08
H (-1.754, 1.155, 3.011)  0.01
H (-1.045, 0.914, 1.726)  0.04
O (1.353, -1.328, 1.761)  -0.10
H (1.869, -0.714, 2.320)  0.04
H (0.843, -0.772, 1.137)  -0.03

lowest unoccupied orbital energy = 0.133 Ha
energy above the lowest of the compared OMol25 structures with the same formula, charge and spin = 0.651 eV
orbital gap = 10.5 eV
F_max = 2.7 eV/A
total charge = -1

***

# 2
A structure of composition FH14O7Pb. Source: OMol25; level of theory: wB97M-V/def2-TZVPD.

Each line ends with the Löwdin charge.
Geometry (Å):
Pb (-0.536, -0.129, -0.015)  1.58
F (-2.365, -1.495, 0.373)  -0.63
O (-0.087, -2.620, -1.075)  -0.09
H (0.780, -2.901, -0.760)  0.05
H (0.035, -2.494, -2.023)  0.05
O (0.459, -0.015, -2.504)  -0.14
H (0.877, 0.816, -2.761)  0.07
H (0.163, -0.405, -3.337)  0.07
O (2.285, -0.542, -0.056)  -0.11
H (3.005, -0.139, 0.444)  0.06
H (2.675, -1.334, -0.441)  0.06
O (0.431, -1.175, 2.236)  -0.12
H (-0.168, -1.498, 2.920)  0.07
H (1.258, -0.996, 2.695)  0.06
O (-2.070, 1.386, -1.521)  -0.13
H (-2.726, 2.027, -1.222)  0.07
H (-2.078, 1.453, -2.482)  0.06
O (0.880, 1.977, 0.793)  -0.14
H (0.855, 2.613, 1.519)  0.07
H (1.772, 2.054, 0.436)  0.06
O (-1.720, 1.042, 1.893)  -0.13
H (-2.197, 0.506, 2.540)  0.08
H (-1.529, 1.871, 2.347)  0.07

lowest unoccupied orbital energy = -0.117 Ha
energy above the lowest of the compared OMol25 structures with the same formula, charge and spin = 0.544 eV
orbital gap = 9.3 eV
F_max = 2.7 eV/A
total charge = +1

***

# 3
A cluster of 9 separate species, FH16O8 in total. Source: OMol25; level of theory: wB97M-V/def2-TZVPD.

Each line ends with the Löwdin charge.
Geometry (Å):
F (-8.322, -10.284, -6.727)  -0.44
O (-6.913, -8.863, -5.033)  -0.09
H (-7.415, -9.322, -5.707)  -0.05
H (-6.681, -7.955, -5.416)  0.07
O (-8.044, -12.041, -8.506)  -0.04
H (-7.969, -11.382, -7.808)  -0.04
H (-7.621, -12.732, -8.051)  0.00
O (-7.018, -8.751, -8.454)  -0.04
H (-6.391, -9.162, -9.045)  0.04
H (-7.177, -9.490, -7.881)  -0.02
O (-7.235, -12.274, -5.511)  -0.02
H (-7.749, -11.630, -5.932)  -0.06
H (-7.941, -12.857, -5.277)  0.02
O (-9.931, -9.854, -4.465)  -0.06
H (-10.665, -10.488, -4.348)  0.04
H (-9.596, -10.014, -5.343)  -0.04
O (-10.597, -11.330, -6.956)  -0.09
H (-10.597, -11.831, -6.143)  0.02
H (-9.640, -11.002, -6.981)  -0.01
O (-10.048, -9.769, -9.214)  -0.04
H (-10.314, -10.369, -8.525)  -0.03
H (-9.124, -9.604, -9.099)  -0.02
O (-9.556, -7.987, -6.647)  -0.07
H (-8.934, -7.329, -6.288)  0.04
H (-9.010, -8.780, -6.788)  -0.04

lowest unoccupied orbital energy = 0.121 Ha
energy above the lowest of the compared OMol25 structures with the same formula, charge and spin = 1.834 eV
orbital gap = 10.0 eV
F_max = 2.9 eV/A
total charge = -1

***

# 4
A structure of composition FH2O3PS. Source: OMol25; level of theory: wB97M-V/def2-TZVPD.

Each line ends with the Löwdin charge.
Geometry (Å):
O (0.720, -1.869, -1.264)  -0.21
O (0.147, -0.220, 0.522)  -0.61
O (-0.090, 0.445, -1.797)  -0.28
F (2.108, -0.044, -0.777)  -0.14
P (-1.352, 0.561, 0.817)  0.88
S (0.601, -0.502, -0.975)  0.53
H (-1.542, -0.002, 2.121)  -0.09
H (-0.592, 1.630, 1.353)  -0.08

lowest unoccupied orbital energy = 0.004 Ha
energy above the lowest of the compared OMol25 structures with the same formula, charge and spin = 1.132 eV
orbital gap = 11.1 eV
F_max = 2.0 eV/A
total charge = 0

***

# 5
An isolated molecule of FH3N2O2S. Source: OMol25; level of theory: wB97M-V/def2-TZVPD.

Each line ends with the Löwdin charge.
Geometry (Å):
N (-1.144, 0.533, 0.222)  -0.15
N (0.008, 0.326, -0.621)  -0.23
O (2.161, -0.960, -0.789)  -0.43
O (-1.476, -0.685, 0.856)  -0.13
F (2.115, 1.059, 0.460)  -0.33
S (1.320, -0.363, 0.219)  0.94
H (-2.176, -1.060, 0.231)  0.13
H (-0.635, 1.235, 0.875)  0.14
H (-0.173, -0.085, -1.453)  0.04

lowest unoccupied orbital energy = 0.020 Ha
energy above the lowest of the compared OMol25 structures with the same formula, charge and spin = 1.970 eV
orbital gap = 10.8 eV
F_max = 4.0 eV/A
total charge = 0

***

# 6
A cluster of 2 separate species, FH3N2OS in total. Source: OMol25; level of theory: wB97M-V/def2-TZVPD.

Each line ends with the Löwdin charge.
Geometry (Å):
N (2.197, -0.545, -0.299)  -0.18
N (-0.375, -0.073, -0.005)  -0.21
O (0.715, -2.302, 0.721)  -0.31
F (-2.545, 2.279, -0.023)  -0.10
S (0.829, -1.004, 0.134)  0.70
H (2.218, 0.389, -0.674)  0.03
H (-1.809, 1.722, -0.214)  0.04
H (-1.231, -0.467, 0.360)  0.03

lowest unoccupied orbital energy = -0.008 Ha
energy above the lowest of the compared OMol25 structures with the same formula, charge and spin = 0.540 eV
orbital gap = 11.2 eV
SMILES = N=S(=N)=O.F
F_max = 1.2 eV/A
total charge = 0

***

# 7
A cluster of 2 separate species, FH3OSi in total. Source: OMol25; level of theory: wB97M-V/def2-TZVPD.

Each line ends with the Löwdin charge.
Geometry (Å):
O (0.411, -1.393, -0.120)  -0.38
F (2.384, 0.102, 0.119)  -0.17
Si (-0.557, -0.298, -0.013)  0.69
H (1.728, -0.616, 0.141)  -0.02
H (-1.648, 0.205, -0.789)  -0.08
H (-0.110, 0.842, 0.788)  -0.04

lowest unoccupied orbital energy = -0.042 Ha
energy above the lowest of the compared OMol25 structures with the same formula, charge and spin = 3.452 eV
orbital gap = 10.5 eV
SMILES = O=[SiH2].F
F_max = 4.4 eV/A
total charge = 0

***

# 8
An isolated molecule of FH3Si. Source: OMol25; level of theory: wB97M-V/def2-TZVPD.

Each line ends with the Löwdin charge.
Geometry (Å):
F (-0.888, 0.841, 1.171)  -0.37
Si (0.044, -0.029, -0.054)  0.65
H (-0.221, -1.464, 0.156)  -0.09
H (1.474, 0.203, 0.096)  -0.10
H (-0.408, 0.449, -1.369)  -0.09

lowest unoccupied orbital energy = 0.031 Ha
energy above the lowest of the compared OMol25 structures with the same formula, charge and spin = 0.314 eV
orbital gap = 13.2 eV
SMILES = F[SiH3]
F_max = 3.5 eV/A
total charge = 0